No. 1
Below is the molecule C5H8O at a distorted geometry, with properties calculated with the ωB97M-V functional and the def2-TZVPD basis.

Geometry as XYZ:
```
14
Properties=species:S:1:pos:R:3
C 0.6882 1.0233 -0.6461
C 1.5182 0.8540 0.5938
C 0.0084 0.6945 0.6498
C -1.0638 -0.2369 0.1811
C -1.2020 -1.6867 0.1613
O -2.0392 -0.8658 0.9736
H 0.7854 0.1207 -1.2500
H 0.1516 1.7892 -1.2006
H 1.8752 1.7025 1.1753
H 2.2157 0.0181 0.5956
H -0.4233 1.5562 1.1623
H -1.4754 0.2755 -0.7068
H -1.6657 -2.1096 -0.7307
H -0.5540 -2.3623 0.7129
```

Relative energy (zero: lowest compared OMol25 entry of this formula, charge and spin), kcal per mole: 84.4
Electronic energy, eV: -7358.597
Net charge: 0
SMILES: C1CC1[C@H]1CO1
HOMO level, eV: -9.748
Maximum force, eV/A: 1.5
Kohn-Sham gap, eV: 10.83

Here are the natural (NBO) charges for atoms 1 to 2, given in e: atom 1 (C): -0.424, atom 2 (C): -0.374

No. 2
Below is a structure of composition C6H9P at a distorted geometry, with properties calculated with the ωB97M-V functional and the def2-TZVPD basis.

Geometry as XYZ:
```
16
Properties=species:S:1:pos:R:3
C 0.1451 0.7699 0.2786
C 1.4420 1.3001 0.4437
C 0.3872 2.0928 -0.3244
C -0.5740 -0.4923 0.5365
C 0.5506 -0.5308 -0.4580
C -1.9941 -0.6307 0.0486
P 2.3274 -0.8602 -0.0588
H 0.4734 2.2149 -1.3983
H -0.0166 2.9549 0.1909
H -0.3834 -0.9553 1.5015
H 0.3075 -0.5325 -1.5181
H -2.2126 -1.6734 -0.1753
H -2.1510 -0.0347 -0.8475
H -2.6867 -0.2916 0.8174
H 2.2666 -2.2474 -0.3324
H 2.1187 -1.0834 1.2956
```

Relative energy (zero: lowest compared OMol25 entry of this formula, charge and spin), kcal per mole: 122.9
Electronic energy, eV: -15650.416
Net charge: 0
HOMO level, eV: -8.207
Maximum force, eV/A: 1.2
Kohn-Sham gap, eV: 8.48

Here are the natural (NBO) charges for atoms 1 to 2, given in e: atom 1 (C): -0.261, atom 2 (C): 0.127

No. 3
Below is a structure of composition F2H14O7Pb at a distorted geometry, with properties calculated with the ωB97M-V functional and the def2-TZVPD basis.

Geometry as XYZ:
```
24
Properties=species:S:1:pos:R:3
Pb 0.0226 0.7302 -0.0363
F 1.1977 3.8137 -1.4107
F -0.2484 2.9923 2.7485
O 2.5322 -0.8734 -2.3829
H 2.9639 -1.6684 -2.6957
H 2.9951 -0.1601 -2.8225
O 1.3799 -1.1760 2.8909
H 2.3177 -1.2347 3.0735
H 0.9618 -1.2864 3.7449
O 3.9414 1.3991 1.2265
H 4.2937 1.2747 2.1078
H 4.6435 1.1089 0.6442
O -1.3292 -3.1308 -0.3653
H -0.7774 -3.6119 -0.9820
H -1.6230 -3.7927 0.2607
O -2.6645 -0.5816 2.8034
H -3.2699 -1.3227 2.8285
H -3.0581 0.0696 3.3842
O -3.3951 2.5432 -0.9582
H -4.3096 2.2898 -1.0831
H -3.4306 3.2734 -0.3403
O -1.1464 0.0474 -3.9435
H -1.4517 -0.8573 -4.0116
H -0.5457 0.1540 -4.6811
```

Relative energy (zero: lowest compared OMol25 entry of this formula, charge and spin), kcal per mole: 138.5
Electronic energy, eV: -25235.946
Net charge: 0
HOMO level, eV: -8.046
Maximum force, eV/A: 2.9
Kohn-Sham gap, eV: 5.52

Here are the natural (NBO) charges for atoms 1 to 2, given in e: atom 1 (Pb): 1.627, atom 2 (F): -0.826

No. 4
Below is a structure of composition C4H16O4 at a distorted geometry, with properties calculated with the ωB97M-V functional and the def2-TZVPD basis.

Geometry as XYZ:
```
24
Properties=species:S:1:pos:R:3
C -1.5167 2.0812 0.8720
O -0.9525 2.1268 2.1754
H -0.7615 1.9093 0.1051
H -2.2787 1.3667 0.5608
H -1.8778 3.0527 0.5347
H -1.5885 2.5884 2.7268
C 3.2106 -0.6754 -1.2189
O 2.6960 0.1239 -2.2206
H 3.9619 -1.3872 -1.5609
H 3.5783 -0.0658 -0.3935
H 2.3578 -1.1253 -0.7107
H 2.6318 -0.4357 -2.9979
C -0.0733 -0.4007 -1.3565
O -1.4022 0.0449 -1.0686
H 0.1115 -0.0871 -2.3840
H 0.5923 0.1041 -0.6563
H 0.1032 -1.4756 -1.3947
H -1.6631 -0.2820 -0.2045
C -0.8153 -1.3196 1.6967
O -1.7227 -1.0288 0.6088
H -1.2550 -2.2227 2.1201
H 0.1864 -1.3684 1.2696
H -0.9481 -0.5408 2.4476
H -2.5745 -0.9830 1.0493
```

Relative energy (zero: lowest compared OMol25 entry of this formula, charge and spin), kcal per mole: 119.8
Electronic energy, eV: -12592.641
Net charge: 0
HOMO level, eV: -8.663
Maximum force, eV/A: 8.9
Kohn-Sham gap, eV: 9.17

Here are the natural (NBO) charges for atoms 1 to 2, given in e: atom 1 (C): -0.279, atom 2 (O): -0.723

No. 5
Below is a structure of composition C29H44BrN3P2PdS at a distorted geometry, with properties calculated with the ωB97M-V functional and the def2-TZVPD basis.

Geometry as XYZ:
```
81
Properties=species:S:1:pos:R:3
C -5.3908 -7.1405 2.9416
C -4.0032 -7.2988 2.6986
C -3.4565 -8.5307 3.0900
C -4.2687 -9.5835 3.5510
N -5.5871 -9.4029 3.6938
C -6.1713 -8.2307 3.4091
C -3.1249 -6.3134 2.1040
C -2.4704 -5.3702 1.7252
C -2.0224 -3.9982 1.8284
C -2.4182 -2.9800 0.9691
C -1.8182 -1.7192 0.9998
C -0.9502 -1.4078 2.0512
C -0.4976 -2.4743 2.9230
C -1.0614 -3.7302 2.8363
Pd 0.6522 -3.5795 0.1374
P 0.6452 -1.5098 -2.1851
H -2.3848 -8.6828 3.0331
H -5.8941 -6.1887 2.7737
H -3.8310 -10.5842 3.8033
H -7.2826 -8.1403 3.5492
H -0.7437 -4.5064 3.5039
H -3.2020 -3.2255 0.2861
H 0.2774 -2.3758 3.6838
H -2.1156 -0.9379 0.2681
C 1.9463 -0.2764 -2.8959
C 2.9111 -0.7837 -3.9761
H 2.4841 0.0341 -1.9886
H 1.4240 0.6387 -3.2163
H 3.6148 -0.0002 -4.2840
H 3.4929 -1.6281 -3.5886
H 2.3780 -1.0989 -4.8842
C 1.3642 -3.3136 -2.3987
C 0.3125 -4.3017 -2.8683
H 1.6212 -3.7832 -1.3798
H 2.3728 -3.3944 -2.8218
H 0.6366 -5.2856 -2.5567
H -0.6081 -4.1069 -2.3058
H 0.1194 -4.3108 -3.9306
C -0.7253 -1.3928 -3.4996
C -0.3448 -1.5129 -4.9784
H -1.1796 -0.4130 -3.2646
H -1.4845 -2.1278 -3.1890
H -1.2555 -1.6083 -5.5841
H 0.1832 -0.6044 -5.3114
H 0.2779 -2.4028 -5.1504
Br -0.2815 0.1786 2.0383
P 3.6364 -2.6664 1.3667
C 3.7199 -2.9711 -0.4005
C 5.1631 -3.2389 -0.9278
H 3.2468 -2.0960 -0.9005
H 3.1068 -3.8665 -0.6377
H 5.1289 -3.6349 -1.9572
H 5.7626 -2.3086 -0.9189
H 5.6559 -3.9881 -0.2707
C 3.5595 -0.9820 1.9206
C 4.4306 -0.6324 3.1833
H 2.5113 -0.7413 2.1246
H 3.8908 -0.3368 1.0973
H 4.4250 0.4561 3.3676
H 4.0304 -1.1206 4.0878
H 5.4782 -0.9401 3.0553
C 2.4912 -3.7857 2.2594
C 3.1235 -5.1791 2.6391
H 1.5442 -3.9190 1.5898
H 2.1527 -3.2656 3.1882
H 2.4199 -5.7194 3.3133
H 3.2974 -5.7877 1.7180
H 4.0934 -5.0021 3.1679
C -1.0556 4.0816 -1.9394
N -1.1165 3.7192 -0.5364
C -1.2626 4.6460 0.4821
C -1.3365 3.9192 1.6187
N -1.2417 2.5960 1.2911
C -1.0348 2.4231 -0.0540
S -0.9002 1.0013 -0.9792
H -0.0309 4.2929 -2.2927
H -1.4643 3.2640 -2.5487
H -1.6670 4.9790 -2.0904
H -1.3486 5.7252 0.2822
H -1.5116 4.2059 2.6515
H -1.1828 1.7884 1.9396
```

Relative energy (zero: lowest compared OMol25 entry of this formula, charge and spin), kcal per mole: 74.6
Electronic energy, eV: -138185.273
Net charge: 0
HOMO level, eV: -6.378
Maximum force, eV/A: 6.1
Kohn-Sham gap, eV: 6.33

Here are the Löwdin charges for atoms 1 to 2, given in e: atom 1 (C): -0.012, atom 2 (C): -0.220

No. 6
Below is a structure of composition C25H18ClF10IrN3O3, with properties calculated with the ωB97M-V functional and the def2-TZVPD basis.

Geometry as XYZ:
```
61
Properties=species:S:1:pos:R:3
Ir -0.5533 0.5498 -0.1217
C -3.4306 -0.0715 -0.5987
N -2.1334 -0.6850 -0.2657
C -2.1956 -1.3935 1.0359
C -2.0241 -0.4303 2.1868
N -0.8527 0.3756 1.9032
C -0.3563 1.2368 2.8239
C -0.7876 1.4094 4.1550
F -1.8217 0.6873 4.6540
C -0.1994 2.2934 5.0406
F -0.6581 2.3600 6.2991
C 0.8413 3.1073 4.6531
F 1.4018 3.9790 5.5092
C 1.2895 2.9953 3.3501
F 2.2855 3.7800 2.9260
C 0.7222 2.0846 2.4880
F 1.2379 2.0354 1.2386
C -1.6958 -1.5925 -1.3542
C -1.4068 -0.7954 -2.6052
N -0.6076 0.3431 -2.1980
C -0.1855 1.2592 -3.1008
C -0.5025 1.3116 -4.4760
F -1.2734 0.3529 -5.0501
C -0.0673 2.3121 -5.3258
F -0.4376 2.2818 -6.6149
C 0.7324 3.3365 -4.8726
F 1.1468 4.3153 -5.6957
C 1.1030 3.3165 -3.5401
F 1.8953 4.2830 -3.0640
C 0.6756 2.3105 -2.7036
F 1.1215 2.3565 -1.4317
H -4.1681 -0.8607 -0.7775
H -3.3247 0.5449 -1.4864
H -3.7540 0.5582 0.2187
H -1.3826 -2.1153 1.0467
H -3.1390 -1.9427 1.1221
H -1.9206 -1.0262 3.0956
H -2.9235 0.1891 2.3129
H -2.4561 -2.3585 -1.5460
H -0.7833 -2.0836 -1.0141
H -2.3368 -0.5032 -3.1053
H -0.8785 -1.4588 -3.2989
Cl -2.8892 2.7002 1.0040
C -1.4969 2.3167 -0.1268
H -0.7332 3.0352 0.1724
H -1.8839 2.5829 -1.1125
O 4.8385 -2.6366 -0.1750
C 3.7334 -3.2514 0.2636
C 3.7842 -4.6227 0.5273
C 2.6687 -5.2826 1.0074
C 1.4815 -4.5930 1.2423
C 1.4295 -3.2381 0.9589
C 2.5284 -2.5531 0.4567
C 2.4285 -1.0979 0.0733
O 3.4850 -0.4894 -0.1885
O 1.2733 -0.5847 0.0211
H 4.5695 -1.6710 -0.2641
H 4.7152 -5.1465 0.3493
H 2.7248 -6.3472 1.2042
H 0.6136 -5.1069 1.6365
H 0.5328 -2.6617 1.1373
```

Relative energy (zero: lowest compared OMol25 entry of this formula, charge and spin), kcal per mole: 14.3
Electronic energy, eV: -79366.646
Net charge: -1
HOMO level, eV: -4.385
Maximum force, eV/A: 0.8
Kohn-Sham gap, eV: 6.57

Here are the natural (NBO) charges for atoms 1 to 2, given in e: atom 1 (Ir): 1.138, atom 2 (C): -0.436